C32H42BCaI2N7O3Si2 | wB97M-V/def2-TZVPD

```
! RIJCOSX wB97M-V def2-TZVPD def2/J DEFGRID3
* xyz -2 1
I -0.98240 -4.07580 -4.01394
I -1.79646 -7.87252 0.59079
Ca 0.80606 -0.51046 -1.14948
Si -0.81329 3.31528 0.84340
Si -2.98937 1.44119 2.27392
O -0.49828 -2.20283 -1.55241
O 2.44536 0.31911 -0.01130
O 4.54724 0.61206 0.70357
N 1.73871 0.50010 -3.09794
N 0.76715 -1.82400 0.95087
N 2.23741 -2.51609 -1.39556
N 1.57127 0.61124 2.50532
N -1.23714 1.20359 -3.43242
N -1.07944 0.57207 -2.25133
N 1.31989 1.35016 -4.04638
C 2.84795 2.47023 4.11138
C 2.74984 1.11757 2.15470
C 3.07133 0.46654 -3.17658
C 2.36766 1.83726 -4.71902
C 0.51179 3.16235 -0.49802
C -1.46146 1.74311 1.41988
C -1.33654 -5.72641 -1.50497
C -3.27451 0.77325 -2.68407
C -0.44042 -2.56737 1.28854
C 1.00741 1.03066 3.63399
C -1.03853 -4.45715 -1.95649
C 3.43546 2.04486 2.93655
C 2.82148 -4.57160 -0.34665
C 2.58705 -3.03950 -2.56705
C -0.76400 -3.35496 -1.10227
C -2.30063 0.31175 -1.80060
C 2.35186 -3.26510 -0.29465
C 0.00087 4.36396 2.22065
C -2.09756 4.52613 0.12951
C -0.75668 -3.65837 0.29475
C -3.57108 -0.36826 2.21764
C 3.31962 0.64978 0.82685
C 1.60600 1.95791 4.47002
C 3.52834 1.29428 -4.20074
C -1.05819 -4.92849 0.74890
C -4.51067 2.44789 1.71490
C -2.54022 1.33214 -3.71035
C 3.08047 -4.32576 -2.70487
C -2.95685 1.82637 4.15501
C 3.19504 -5.10679 -1.56664
C 1.98642 -2.61015 1.02227
C -1.35077 -5.95412 -0.13800
B -0.14564 1.81398 -4.36163
H -2.42042 1.05043 4.70805
H 0.06013 2.94392 -1.46686
H -0.16362 3.02672 -4.26298
H -0.97499 0.87197 0.97524
H -1.05129 -5.11954 1.81651
H 0.85360 -1.00107 1.55375
H 4.39545 2.40338 2.59564
H -2.42922 -0.20045 -0.86415
H -4.41410 3.49088 2.02277
H -2.85511 1.81196 -4.62084
H 1.21898 2.35582 -0.26984
H -4.48910 -0.49335 2.79848
H -2.84881 4.80054 0.87110
H 1.08531 4.08781 -0.59604
H -2.61723 4.06817 -0.71428
H 3.55543 -6.12636 -1.63003
H -2.42442 2.76642 4.31647
H 1.93299 -3.38411 1.80254
H -1.61848 5.44546 -0.21906
H -1.25986 -1.84573 1.33429
H -0.64789 4.38880 3.10004
H 2.86350 -5.16170 0.55969
H 2.21787 2.54862 -5.51354
H 2.43769 -2.40244 -3.43126
H -0.40525 1.48079 -5.50510
H 4.54270 1.49124 -4.49852
H 3.63657 -0.10862 -2.46176
H -4.60035 2.43711 0.62777
H -3.77726 -0.69670 1.19724
H -2.82259 -1.04226 2.63928
H 2.81205 -1.93897 1.27639
H 0.19739 5.39520 1.91033
H -0.35097 -3.03059 2.28426
H 3.33815 3.20861 4.73522
H 3.34343 -4.70641 -3.68147
H 0.94917 3.91730 2.52760
H 0.02090 0.63649 3.84568
H 1.09546 2.29253 5.36363
H -1.54791 -6.52021 -2.20760
H -4.34508 0.71788 -2.58831
H -5.43755 2.05979 2.14802
H -3.95684 1.92158 4.59159
*
```

electronic energy	-3730.7669	Ha
HOMO-LUMO gap	4.235	eV
highest occupied orbital energy	-0.920	eV
E_LUMO	0.1218	Eh

---

C23H26MnN4S | wB97M-V/def2-TZVPD

```
! RIJCOSX wB97M-V def2-TZVPD def2/J DEFGRID3
* xyz 0 6
Mn -0.27043 0.17421 0.09888
S 2.12263 -1.16493 2.38117
N 0.20976 0.66755 -1.89748
N -0.03517 2.21593 0.17459
N -1.59579 0.13066 1.80688
N -0.91184 -1.79351 0.15852
C 2.80970 4.33805 -2.67215
C -0.57670 -2.73929 -0.89115
C -1.71611 -1.08539 2.28490
C 0.04810 -0.19044 -3.05718
C 1.60734 3.81702 -0.52382
C -1.17497 -2.18094 1.40259
C 1.14846 -2.54668 -2.82276
C -1.16509 -4.13085 3.07670
C -0.85441 -3.46505 1.89700
C -2.46961 -2.46325 4.31490
C 1.51133 2.23123 -3.17674
C 2.46398 4.52876 -1.34538
C -0.37121 2.95247 1.37230
C 1.55138 -0.35917 1.23328
C 2.33945 3.29642 -3.46554
C -1.78574 2.60759 1.85070
C -2.37980 -1.34473 3.52234
C -1.91155 -3.73238 4.16771
C 1.24919 -1.10854 -3.34023
C -2.00774 1.28225 2.57903
C 0.81235 2.66506 -0.73479
C 0.87238 1.80830 -1.97793
C 0.90896 -2.72117 -1.31607
H 2.93111 5.38301 -0.86249
H 1.37608 -3.65570 -0.99261
H -2.45083 2.66193 0.98293
H -2.06569 -4.44732 4.96364
H 1.43766 -1.93187 -0.77192
H -0.84408 -0.79573 -2.87586
H 1.53562 4.20758 0.48236
H 1.41120 -1.15285 -4.42097
H -0.18947 0.41180 -3.94131
H 0.35895 -3.07958 -3.36486
H -0.87649 -3.75650 -0.62348
H 2.14496 -0.63722 -2.92264
H -2.10637 3.39954 2.53493
H -2.90179 -0.48026 3.91277
H 3.48930 5.04583 -3.12571
H 1.34855 1.56597 -4.01424
H -3.07807 1.22249 2.82061
H -1.19695 -2.48430 -1.75637
H -1.48170 1.29285 3.54706
H 2.07815 -3.05205 -3.09711
H 2.69488 3.31067 -4.49280
H -0.24922 -4.05256 1.21908
H -3.05643 -2.31864 5.21773
H -0.76066 -5.13715 3.12967
H 0.36236 2.75911 2.17205
H -0.33993 4.03177 1.17929
*
```

electronic energy	-2660.1426	Ha
HOMO-LUMO gap (spin up / spin down)	5.976 / 6.110	eV
highest occupied orbital energy (spin up / spin down)	-6.618 / -6.923	eV
E_LUMO (spin up / spin down)	-0.0236 / -0.0299	Eh
energy above the lowest of the compared OMol25 structures with the same formula, charge and spin	3.4	kcal per mole

---

C7H12F3N3O2 | wB97M-V/def2-TZVPD

```
! RIJCOSX wB97M-V def2-TZVPD def2/J DEFGRID3
* xyz 0 1
F 2.90811 -0.20086 0.09837
F 2.87283 1.97632 0.07183
F 1.41913 0.81288 1.12878
O 0.03590 -0.26787 -2.79111
O 1.84945 -1.29344 -2.10972
N 1.13845 -0.15457 -2.30749
N 0.16204 -1.48067 -0.05867
N -0.04616 1.67111 -1.14902
C 2.12429 0.89056 -0.02296
C 1.97867 1.06169 -2.56702
C 1.19060 0.95847 -1.24938
C -1.75619 -0.41794 2.48728
C -1.62594 0.01707 0.96142
C -2.38443 -1.80084 2.66994
C -0.57357 -0.75373 0.37633
H 1.67469 1.65281 -3.36292
H -1.48925 1.12812 0.76035
H -0.59280 1.07560 -1.81582
H 2.98766 1.09199 -2.71399
H -3.48050 -1.81647 2.30048
H -2.30959 -2.04364 3.81029
H 1.25933 -1.81152 -1.41246
H -2.33649 0.24477 3.01081
H -2.56035 -0.17399 0.32986
H -0.75284 -0.47497 2.72908
H 0.08685 2.61899 -1.26975
H -1.77990 -2.50986 2.09548
*
```

electronic energy	-888.0582	Ha
HOMO-LUMO gap	10.002	eV
highest occupied orbital energy	-9.183	eV
SMILES	N[C@]1(C(F)(F)F)C[N@@+]1([O-])O.CCCC#N
E_LUMO	0.0301	Eh
energy above the lowest of the compared OMol25 structures with the same formula, charge and spin	44.7	kcal per mole

---

C3H22N2O8S2 | wB97M-V/def2-TZVPD

```
! RIJCOSX wB97M-V def2-TZVPD def2/J DEFGRID3
* xyz 0 1
S -2.94887 2.18947 -0.97150
S -3.04030 2.09232 1.12403
O 2.45945 -2.10154 -0.78277
O 2.47204 1.18002 2.05448
O 0.32235 0.22728 4.41003
O 1.56878 -1.22242 -3.05039
O 1.92491 1.64492 -2.71673
O 0.77247 -0.20340 0.31427
O 0.11365 3.28107 -1.62922
O -0.76439 -3.98419 0.21386
N -0.90550 -0.39565 -1.05651
N -2.68141 -0.85029 0.84011
C -1.48026 -0.23150 1.38110
C -0.45695 -0.29996 0.22347
C -1.56187 1.28652 1.76430
H -0.97320 -0.86731 2.16757
H 0.87957 -1.86825 -3.25143
H -0.10751 -4.66272 0.43224
H 0.67786 2.60003 -2.07869
H 2.20914 1.62403 -3.62588
H 1.53205 1.16321 1.92609
H -0.37057 -3.39144 -0.44900
H 0.21928 0.49102 3.48395
H -1.83192 2.93393 -1.22205
H 2.62499 -1.38875 -0.15420
H 0.16805 3.07325 -0.69434
H 0.88594 -0.54363 4.24936
H 1.87647 0.73758 -2.38296
H -2.50665 -1.84183 0.73366
H -1.89661 -0.45973 -1.23156
H -1.79711 1.42124 2.81842
H 1.91220 -1.03150 -3.93564
H 2.80255 0.49259 1.47922
H -0.50473 1.58607 1.67634
H -3.51398 -0.50913 1.29340
H -0.20033 -0.46563 -1.76650
H 2.12040 -1.70566 -1.58652
*
```

electronic energy	-1635.2934	Ha
HOMO-LUMO gap	8.271	eV
highest occupied orbital energy	-8.821	eV
SMILES	NC(=O)[C@H](N)CSS.O.O.O.O.O.O.O
E_LUMO	-0.0202	Eh

---

C4H6OS3 | wB97M-V/def2-TZVPD

```
! RIJCOSX wB97M-V def2-TZVPD def2/J DEFGRID3
* xyz 0 1
S 1.26808 -0.77990 -2.33658
S -1.07960 0.65418 2.26822
S -0.67279 -1.90282 0.81783
O -0.16185 1.86794 -0.16366
C 1.03764 0.19744 -0.80638
C 1.08043 1.79268 -0.92554
C -0.43083 0.48171 -0.34596
C -0.79580 -0.29951 0.88355
H 0.97814 2.28880 -1.90252
H -1.06297 0.23705 -1.21209
H 1.23962 -1.97618 -1.63554
H 1.68662 -0.05581 0.04986
H -1.07787 1.78642 1.60308
H 1.93153 2.19894 -0.41906
*
```

electronic energy	-1425.7493	Ha
HOMO-LUMO gap	8.520	eV
highest occupied orbital energy	-8.842	eV
SMILES	S=C(S)[C@H]1OC[C@@H]1S
E_LUMO	-0.0118	Eh
energy above the lowest of the compared OMol25 structures with the same formula, charge and spin	34.3	kcal per mole

---

C20H32BN6Ni | wB97M-V/def2-TZVPD

```
! RIJCOSX wB97M-V def2-TZVPD def2/J DEFGRID3
* xyz -1 1
Ni 0.06502 -0.24024 -0.93348
N -1.67589 -0.23514 0.58282
N -0.11890 1.85981 -0.44510
N 1.17069 0.25863 1.85676
N 1.64370 -0.03809 0.62348
N -0.15508 2.17257 0.87418
N -1.35068 0.16733 1.82819
C -3.40246 -1.55924 -0.53335
C 2.04445 -0.14347 2.80170
C 1.78564 -0.00700 4.26522
C 1.73636 -1.98780 -3.69808
C -0.52686 -1.16990 -4.30309
C 3.59551 -1.09377 -0.39672
C -0.00564 -1.71183 -1.91303
C -0.28184 4.18935 2.35814
C 0.24214 -2.11138 -3.36816
C 3.11351 -0.73366 2.15583
C -2.77179 -0.96952 0.68402
C -0.22824 3.51135 1.02922
C 2.81032 -0.64087 0.78729
C -2.12657 -0.06887 4.19758
C -0.24293 4.08025 -0.22969
C -0.17283 2.99278 -1.11714
C -3.17298 -1.04821 2.03058
C -2.23713 -0.30737 2.72772
C -0.20349 -3.55253 -3.65176
C -0.15273 2.99026 -2.61132
B -0.12601 1.09337 1.97695
H -0.31322 -1.38596 -5.35784
H -0.33071 5.26806 2.21059
H -1.77932 0.94082 4.41428
H -0.07521 -3.82365 -4.70641
H 3.98515 -1.17203 2.61372
H -0.25479 -0.13622 -4.08428
H 3.80116 -2.16534 -0.35056
H -3.55811 -2.63387 -0.41494
H -2.73315 -1.40068 -1.38006
H -0.29684 5.12950 -0.46919
H -4.02066 -1.57291 2.44117
H -1.15679 3.88124 2.93227
H 0.37405 -4.25495 -3.04544
H 2.07894 -0.97498 -3.47828
H 2.71042 -0.16230 4.82085
H 3.01197 -0.90107 -1.29550
H -0.19936 -2.63229 -1.32302
H -0.15842 1.63747 3.04634
H -1.25817 -3.67900 -3.39379
H 1.39155 0.97822 4.51347
H -3.09875 -0.21042 4.67032
H -1.01249 2.44727 -3.00675
H -4.37278 -1.10072 -0.74049
H 0.59939 3.96424 2.96046
H -1.42514 -0.76445 4.66461
H 2.32496 -2.67897 -3.08969
H 1.05930 -0.74666 4.60902
H -1.60247 -1.26532 -4.13916
H 1.93127 -2.20707 -4.75523
H 0.74115 2.48687 -2.98230
H 4.55285 -0.57098 -0.46435
H -0.17104 4.00939 -2.99856
*
```

electronic energy	-2643.0549	Ha
HOMO-LUMO gap (spin up / spin down)	5.084 / 5.275	eV
highest occupied orbital energy (spin up / spin down)	-2.287 / -2.478	eV
E_LUMO (spin up / spin down)	0.1028 / 0.1028	Eh

---

C30H70O32S7 | wB97M-V/def2-TZVPD

```
! RIJCOSX wB97M-V def2-TZVPD def2/J DEFGRID3
* xyz 0 1
S -3.00628 -5.26434 4.20538
S -4.87497 0.55009 -0.54720
S -1.52030 1.51521 4.30871
S -1.94014 -3.75442 -3.93331
S 0.62209 1.15907 -5.18484
S -1.99738 5.04696 -0.48998
S 4.11434 -5.47985 -0.87835
O 4.96132 -0.72543 1.35866
O 3.66501 -2.87240 4.54665
O 0.24877 -1.27493 1.06086
O -3.18466 5.22108 -1.73271
O 1.93795 3.89910 1.73378
O 3.00575 7.04457 0.26225
O 3.11732 -0.82399 -0.94748
O 3.08073 -4.27287 -1.36378
O -1.97859 -3.15891 -2.40140
O 4.05512 -6.75284 -1.65569
O -4.00245 1.16645 0.46037
O -3.36547 -3.79076 -4.34705
O 3.57473 -5.42988 0.68357
O -1.24457 1.24910 5.67094
O 1.56687 0.86573 0.17311
O -1.71903 -4.88264 3.23256
O 1.49218 1.46498 -4.08063
O 2.23611 -0.60861 4.37114
O -2.70835 -4.87444 5.57913
O -3.55961 -6.60097 3.94439
O 5.50065 -4.89339 -0.85964
O 6.07106 -1.69686 -2.04465
O -0.87763 -3.18912 -4.82745
O -0.83096 4.80296 -1.57182
O -1.40753 -5.13626 -3.19256
O -1.31224 0.45723 3.39230
O -5.26501 1.23119 -1.76350
O -3.76432 -3.98373 3.36892
O -0.69639 0.57669 -4.95389
O 3.14955 1.30848 2.40228
O -2.14278 3.73183 0.25074
O -1.93746 6.27998 0.23117
C -1.88139 4.16670 3.74800
C 0.36985 1.96339 -7.75124
C 3.88913 -0.54409 -2.10668
C 1.54978 -1.63197 4.92679
C -6.43618 -0.02068 0.25503
C -3.23399 3.50243 3.44276
C -5.30970 -2.04205 -0.51675
C 2.05074 4.95419 0.83081
C 0.58485 0.49582 -7.67285
C 1.46035 0.14478 -6.47026
C -6.04899 -1.41925 0.62692
C 0.46241 2.58924 -6.33605
C 2.59293 -2.62077 5.46247
C -3.29925 2.15396 4.21544
C -2.15007 -5.38179 -2.00757
C 2.97286 6.12579 1.30392
C -2.43686 -4.01549 -1.41069
C -2.89286 -2.86764 3.16506
C -0.08712 -0.84575 -0.29204
C 2.15418 -3.90613 -0.28701
C -1.20234 5.29572 -2.85794
C -1.53518 -3.50090 3.07841
C -2.66594 4.73278 -2.97112
C 2.92534 -4.25556 0.96267
C 4.81257 -1.63898 -2.71070
C 0.24554 0.62552 -0.40132
C -0.83702 3.13922 3.78760
C 4.55216 1.58814 2.34322
C -4.19346 -1.12614 -0.83941
C 5.23299 0.69588 1.29067
H -0.57562 1.21724 0.00322
H -0.01419 -0.57900 1.66760
H -6.96779 -1.94962 0.87710
H 0.95474 -2.04370 4.11161
H 3.68296 -3.50762 1.19652
H -6.60227 0.82024 0.92835
H 1.22328 -4.46669 -0.37241
H -3.70828 -1.10978 -1.81534
H -1.90068 -3.87683 -0.47187
H 0.97486 -0.02111 -8.54965
H -1.17572 6.37294 -2.69367
H 1.92907 -2.85721 -0.47986
H 5.92568 -2.07733 -1.17535
H -1.61341 4.96917 3.06074
H 6.29019 0.81083 1.52985
H -3.71730 2.52341 5.15185
H 5.05291 -1.29502 -3.71670
H 2.13637 -4.40714 1.69931
H -3.42599 -1.25499 -0.07620
H 2.82714 6.54453 2.29967
H 2.72293 3.39166 1.95265
H 1.59519 0.02733 4.04494
H -0.31164 -0.10810 -7.53253
H -0.65455 3.10820 2.71343
H -5.98132 -2.24745 -1.35032
H -1.46410 -5.84017 -1.29521
H 2.06024 -3.50788 5.80509
H 4.55073 0.29236 -1.88142
H -0.89941 -2.96178 3.78072
H 3.71484 -2.04711 4.05880
H -1.90472 4.62303 4.73760
H 4.00421 5.79101 1.41502
H 1.49156 -0.91844 -6.23218
H -0.52779 5.07559 -3.68535
H 4.83123 2.62165 2.13813
H 4.93083 1.40810 3.34935
H 1.33462 3.24289 -6.34524
H 0.11245 3.29164 4.30080
H 2.99532 0.43423 2.76767
H 4.98519 1.17405 0.34301
H 4.30198 -0.92701 0.69065
H -3.44705 -3.60721 -1.38038
H -1.22626 -3.40164 2.03782
H 0.27589 -1.29982 -1.21406
H 1.05757 5.40328 0.83559
H 3.26620 -0.18255 -2.92482
H 2.52320 -0.09608 -0.75061
H 2.46116 4.44415 -0.04069
H -4.89021 -2.93437 -0.05210
H 0.87432 -1.12068 5.61267
H -3.53088 3.35707 2.40410
H 3.53292 7.79547 0.54484
H 4.21672 -2.54911 -2.77937
H -4.08930 4.12534 3.70451
H -5.41353 -1.29410 1.50363
H -0.59867 2.19401 -8.19495
H -3.01530 -6.02405 -2.17179
H 3.04482 -2.43652 6.43711
H -2.78115 3.65251 -3.05972
H -3.16166 -2.37276 2.23181
H -3.94924 1.38700 3.79428
H -3.20184 5.08385 -3.85297
H -0.23817 3.39608 -6.12095
H 1.11306 2.49476 -8.34569
H 2.48102 0.44086 -6.71249
H 1.77667 1.66627 0.65964
H -1.12394 -1.05574 -0.55473
H -2.91717 -2.27740 4.08111
H -7.23319 0.01520 -0.48766
H 0.30156 0.99956 -1.42360
*
```

electronic energy	-6379.5865	Ha
HOMO-LUMO gap	9.620	eV
highest occupied orbital energy	-9.639	eV
SMILES	O=S1(=O)CCCC1.O=S1(=O)CCCC1.O=S1(=O)CCCC1.O=S1(=O)OCCO1.O=S1(=O)OCCO1.O=S1(=O)OCCO1.O=S1(=O)OCCO1.OCCO.OCCO.OCCO.OCCO.OCCO
E_LUMO	-0.0007	Eh

---

C5H4O3 | wB97M-V/def2-TZVPD

```
! RIJCOSX wB97M-V def2-TZVPD def2/J DEFGRID3
* xyz 0 1
O -2.33688 -0.95282 -0.03128
O 0.64426 -1.52148 -0.15088
O -0.28828 1.40320 0.01036
C 0.96654 -0.20140 -0.72738
C 0.81652 -0.42435 0.80002
C -0.47838 0.33840 0.94591
C -0.45741 0.49290 -0.99334
C -1.38335 -0.33302 -0.06523
H -0.59779 0.83130 1.90661
H 2.14259 -0.09289 -0.94331
H 1.72018 -0.22983 1.20005
H -0.74800 0.68998 -1.95153
*
```

electronic energy	-418.4494	Ha
HOMO-LUMO gap	10.894	eV
highest occupied orbital energy	-10.009	eV
E_LUMO	0.0325	Eh
energy above the lowest of the compared OMol25 structures with the same formula, charge and spin	133.3	kcal per mole